Model A:
Formula: H2N4
Source: OMol25
Level of theory: ωB97M-V/def2-TZVPD

Atoms and positions in Å:
N -1.45762 0.18002 0.03565
N -0.76272 -0.93448 0.03100
N -0.31991 0.94086 0.09426
N 0.33539 -0.23659 -0.18201
H -0.18693 1.81601 -0.40079
H 2.39180 -1.76582 0.42189

LUMO (alpha / beta): -3.56 / -4.61 eV
Kohn-Sham gap (alpha / beta): 0.203 / 0.142 Eh
multiplicity: 1

---

Model B:
Formula: H2N4
Source: OMol25
Level of theory: ωB97M-V/def2-TZVPD

Atoms and positions in Å:
H 1.01746 -0.23857 -2.03464
N 0.31714 0.46247 -1.77650
N -0.12528 0.56725 -0.66806
N -0.27425 -0.16836 0.52457
N -0.09957 -0.04606 1.72822
H -0.83550 -0.57673 2.22641

LUMO: 0.14 eV
Kohn-Sham gap: 0.331 Eh
SMILES: [H]/N=N\N=N\[H]
multiplicity: 1

---

The structure shown above that is least stable: model A.